Density functional theory data (ωB97M-V/def2-TZVPD) for C33H46N4O9SSiY as an isolated structure at a distorted geometry.

Structure (ORCA input):
```
! RIJCOSX wB97M-V def2-TZVPD def2/J DEFGRID3
* xyz 1 1
Y -0.9918 -0.2717 0.0492
C -2.4566 2.1271 1.8033
C -3.4981 1.0289 1.7407
O -3.2913 0.3017 0.5127
C -4.1535 -0.8346 0.3078
C -3.5814 -2.1042 0.9012
O -2.2827 -2.3012 0.3270
C -1.5797 -3.4061 0.9250
C -0.1373 -3.4148 0.4494
O 0.3479 -2.0652 0.4104
C 1.7727 -1.9246 0.4435
C 2.1956 -0.4984 0.8438
O 1.1022 0.4572 0.8186
C 1.1706 1.3803 1.9389
C -0.0341 2.3054 1.9234
O -1.1845 1.5034 1.6662
H -2.5216 2.6367 2.7715
H -2.5986 2.8644 1.0027
H -4.4961 1.4793 1.7189
H -3.3972 0.3403 2.5833
H -4.2479 -0.9307 -0.7770
H -5.1445 -0.6336 0.7259
H -4.2337 -2.9424 0.6286
H -3.4769 -2.0503 1.9884
H -2.0594 -4.3439 0.6238
H -1.6417 -3.3037 2.0086
H -0.0343 -3.8427 -0.5509
H 0.4638 -3.9860 1.1652
H 2.1596 -2.1806 -0.5489
H 2.1686 -2.6210 1.1864
H 2.9565 -0.1376 0.1460
H 2.5985 -0.5083 1.8545
H 2.0853 1.9767 1.8526
H 1.2006 0.7749 2.8459
H 0.0406 3.0958 1.1693
H -0.1170 2.7731 2.9125
C -2.0407 -0.1393 -3.9233
Si -0.8559 -0.9794 -2.6861
C -1.0664 -2.8457 -3.0273
C 0.8778 -0.5704 -3.3606
H -1.9214 -0.5820 -4.9142
H -1.8337 0.9256 -4.0205
H -3.0910 -0.2462 -3.6474
H -1.0768 -3.0333 -4.1038
H -1.9905 -3.2503 -2.6138
H -0.2390 -3.4251 -2.6176
H 0.9319 -0.7747 -4.4335
H 1.6515 -1.1714 -2.8787
H 1.1467 0.4759 -3.2126
O 1.8201 -3.7250 3.5851
S 1.4087 -2.4784 4.1802
O 2.4181 -1.6435 4.7723
N 0.5665 -1.6336 3.0801
C -0.7061 -1.5175 3.4058
O -1.5730 -0.9993 2.6614
C -1.0533 -2.1371 4.7338
C -2.2772 -2.1831 5.3786
C -2.3441 -2.8375 6.6029
C -1.2141 -3.4285 7.1579
C 0.0151 -3.3867 6.5092
C 0.0599 -2.7310 5.2972
H -3.1483 -1.7176 4.9394
H -3.2826 -2.8906 7.1345
H -1.2935 -3.9301 8.1122
H 0.8924 -3.8466 6.9365
C 4.4069 -0.2643 -5.0721
C 4.0370 0.7698 -4.0539
C 4.5213 0.7208 -2.7544
C 4.1715 1.6833 -1.8229
C 3.3249 2.7277 -2.1726
N 3.0623 3.6919 -1.1637
C 2.3043 4.8348 -1.2367
O 2.6297 5.8507 -0.6700
N 1.1486 4.8119 -2.0413
C 0.0820 3.9120 -1.9484
C -1.1341 4.2965 -2.5130
C -2.2312 3.4717 -2.3976
C -2.1005 2.2773 -1.7064
N -0.9460 1.8962 -1.1628
C 0.1348 2.6711 -1.3071
C 2.8311 2.7968 -3.4698
C 3.1911 1.8235 -4.3858
H 5.0094 -1.0564 -4.6326
H 4.9796 0.1769 -5.8877
H 3.5157 -0.7194 -5.5029
H 5.1935 -0.0760 -2.4647
H 4.5850 1.6421 -0.8233
H 3.8407 3.8539 -0.5365
H 0.8506 5.7690 -2.1891
H -1.2141 5.2443 -3.0278
H -3.1796 3.7457 -2.8316
H -2.9385 1.6029 -1.5977
H 1.0522 2.3044 -0.8743
H 2.1910 3.6092 -3.7775
H 2.7974 1.8902 -5.3916
*
```

Values from the calculation:
energy relative to the best compared isomer or geometry (same formula, charge and spin): 0.0 kcal/mol
maximum force: 1.35 eV/A

---

Density functional theory data (ωB97M-V/def2-TZVPD) for a 2-piece molecular cluster, C3H10NO overall at a distorted geometry.

Structure (ORCA input):
```
! RIJCOSX wB97M-V def2-TZVPD def2/J DEFGRID3
* xyz 1 1
C 0.2408 0.1039 -2.0065
N 0.5113 -0.9688 -1.0045
H 0.2319 1.0593 -1.4803
H -0.7904 -0.0186 -2.3049
H 0.9703 0.1184 -2.8010
H 1.3814 -0.8936 -0.4769
H -0.2039 -1.0589 -0.2570
H 0.4449 -1.8577 -1.4985
C 0.6317 0.7659 1.8493
C -0.6859 0.5535 1.7535
O -1.2835 -0.5561 1.1788
H 1.3487 0.6175 1.0620
H 0.8489 1.2808 2.7717
H -1.4216 1.2305 2.1604
H -2.2245 -0.3762 1.0540
*
```

Values from the calculation:
energy relative to the best compared isomer or geometry (same formula, charge and spin): 41.5 kcal/mol
maximum force: 1.71 eV/A

---

Density functional theory data (ωB97M-V/def2-TZVPD) for one molecule with the formula C14H21ClO2 at a distorted geometry.

Structure (ORCA input):
```
! RIJCOSX wB97M-V def2-TZVPD def2/J DEFGRID3
* xyz 0 1
C 2.1969 4.1173 -0.9238
C 1.3863 3.8367 0.3457
O 0.7979 2.5672 0.2458
C -0.4902 2.4886 -0.3832
C -0.6962 1.1964 -1.1344
O -1.2738 1.2978 -2.2444
C -0.5795 -0.1910 -0.4637
C -1.4418 -1.2815 -1.2002
C -1.2878 -2.6434 -0.5267
C -1.7907 -2.4480 0.8892
C -0.9238 -1.4627 1.6948
C 0.5308 -1.9321 1.6831
C 1.0415 -2.0490 0.2121
Cl 2.8002 -2.5054 0.1255
C 0.1825 -3.0796 -0.5097
C 0.8674 -0.6872 -0.4978
C -1.0124 -0.1030 1.0162
H 3.0810 3.4344 -0.9918
H 2.5899 5.1395 -0.8595
H 1.5789 3.9612 -1.8188
H 0.6155 4.6234 0.4067
H 2.0687 3.8361 1.2117
H -1.3009 2.5304 0.3478
H -0.5771 3.3133 -1.0848
H -1.2002 -1.3747 -2.2830
H -2.4873 -0.9988 -1.2036
H -1.8767 -3.4212 -1.0517
H -1.7968 -3.4179 1.4093
H -2.8086 -2.0875 0.8971
H -1.2741 -1.3856 2.7238
H 1.1764 -1.2283 2.2138
H 0.6227 -2.8906 2.1974
H 0.6076 -3.2880 -1.5124
H 0.3117 -4.0106 0.0336
H 1.5795 0.0539 -0.0847
H 1.1907 -0.8206 -1.5456
H -0.3649 0.6091 1.5357
H -2.0433 0.3013 1.1303
*
```

Values from the calculation:
energy relative to the best compared isomer or geometry (same formula, charge and spin): 1.8 kcal/mol
SMILES: CCOCC(=O)[C@@]12C[C@@H]3C[C@@H](C[C@@](Cl)(C3)C1)C2
maximum force: 3.77 eV/A